Density functional theory data (ωB97M-V/def2-TZVPD) for a cluster of 17 separate species, C70H164N17O25 in total in a non-equilibrium geometry.

```
276
Properties=species:S:1:pos:R:3:forces:R:3
C -2.28003 -1.29977 -3.89067 0.3 0.1 -0.7
C -3.32944 -1.14080 -4.93099 -1.0 -0.8 -0.8
O -3.41124 -1.53655 -6.06059 0.4 0.8 1.5
N -4.64411 -0.46799 -4.37986 0.0 -1.6 1.0
H -5.44264 -0.95295 -4.78754 0.1 0.0 -0.7
H -4.80644 -0.72360 -3.34422 1.0 0.4 -0.4
C -4.68466 0.95760 -4.67455 -0.4 0.7 -0.1
H -2.28113 -0.48479 -3.18061 -0.3 0.1 0.4
H -1.29008 -1.37236 -4.34033 -0.1 -0.1 0.0
H -2.46776 -2.26842 -3.41259 0.0 0.2 0.2
H -4.68030 1.11442 -5.75172 0.2 -0.1 0.0
H -3.83299 1.44755 -4.20309 -0.2 0.0 0.0
H -5.62841 1.34927 -4.30424 0.1 0.2 0.2
C -0.72251 -0.51311 5.96323 -0.6 -0.7 -2.4
C 0.21283 0.36127 6.62442 0.0 0.4 0.3
O 0.74010 0.15232 7.64694 1.1 0.0 1.4
N 0.42902 1.69614 5.99330 0.0 0.9 -1.0
H -0.20457 1.92999 5.20151 -0.1 -0.4 -0.1
H 0.23662 2.39597 6.69846 0.3 0.3 0.4
C 1.82984 1.88642 5.39456 -0.1 0.0 0.4
H -0.52853 -0.41315 4.87949 -0.4 0.0 0.2
H -1.75025 -0.21092 6.17191 0.0 0.0 0.0
H -0.56094 -1.56295 6.17860 0.1 0.1 0.5
H 1.94369 1.04338 4.71573 0.4 0.1 0.0
H 2.55182 1.89939 6.21210 0.0 -0.2 -0.2
H 1.85848 2.85242 4.88533 -0.2 -0.2 0.0
C 2.74456 0.10088 -5.09703 0.4 0.0 0.4
C 3.00684 0.06832 -6.57498 0.0 0.0 -1.2
C 1.79969 -0.43197 -7.43587 -0.4 0.8 0.6
C 1.64004 -1.92635 -7.38317 1.6 -0.5 0.2
N 0.58125 -2.60981 -8.18685 0.7 0.0 1.1
C 0.64706 -4.09941 -7.82751 0.1 0.2 0.2
C 0.38939 -4.84379 -9.13558 -0.3 0.4 0.0
C 0.04835 -3.74766 -10.16549 0.1 -0.2 -0.8
C 0.78380 -2.52650 -9.62894 0.4 -0.3 -1.0
C -0.69596 -2.06625 -7.79732 -1.9 0.3 0.3
H 1.86762 0.74777 -4.92417 0.3 -0.3 0.3
H 3.64387 0.54510 -4.62289 -0.7 -0.2 0.0
H 2.60257 -0.90657 -4.69091 -0.1 0.2 0.2
H 3.93279 -0.47839 -6.80742 -0.3 -0.1 0.0
H 3.20932 1.09848 -6.87938 -0.1 -0.1 -0.2
H 1.89735 -0.06828 -8.45943 0.1 -0.1 -0.1
H 0.91407 0.06090 -6.99623 0.1 -0.1 -0.3
H 1.52009 -2.29981 -6.36297 0.0 0.2 0.0
H 2.56658 -2.37181 -7.76125 0.0 0.0 0.2
H -0.11787 -4.25491 -7.06664 0.1 -0.1 0.0
H 1.62522 -4.27726 -7.36043 -0.3 -0.1 -0.3
H -0.46902 -5.49197 -9.01043 0.1 -0.4 -0.1
H 1.26634 -5.40365 -9.45192 -0.1 -0.1 0.1
H -1.02800 -3.61222 -10.28556 0.0 0.2 0.3
H 0.38815 -4.02736 -11.17052 0.1 0.2 0.3
H 0.52331 -1.53456 -9.98675 -0.3 -0.1 -0.1
H 1.84971 -2.65594 -9.79575 0.2 0.0 -0.1
H -0.70384 -2.03383 -6.70713 -0.3 0.0 -0.1
H -1.53642 -2.67387 -8.16116 0.4 -0.1 0.2
H -0.86554 -1.07805 -8.22547 0.4 0.1 0.2
C -5.81011 6.82436 4.24059 0.1 -0.1 0.9
C -5.06710 5.53543 4.68145 0.0 -0.2 0.2
C -5.08776 4.46395 3.55190 -0.5 0.9 -0.1
C -4.48799 3.13140 3.91079 0.5 -0.2 0.7
N -4.55004 2.01884 2.88147 0.0 0.6 -0.8
C -3.76713 0.85832 3.33819 0.9 -1.3 0.0
C -4.73476 -0.06510 4.11942 -0.7 1.1 -0.1
C -6.19920 0.33980 3.57169 1.4 0.1 0.5
C -5.88873 1.46784 2.57943 -1.9 0.2 0.2
C -3.99368 2.52307 1.60828 0.3 0.5 -0.3
H -5.35310 7.39051 3.42565 0.0 -0.5 -0.2
H -5.85930 7.56253 5.05833 0.1 -0.5 -0.1
H -6.85197 6.54946 4.03635 0.2 0.2 -0.3
H -5.58655 5.12964 5.56117 -0.1 0.0 -0.2
H -4.05086 5.71594 5.05629 -0.1 0.1 -0.4
H -4.55409 4.88667 2.69732 0.0 0.0 0.0
H -6.14005 4.38395 3.26872 0.0 -0.2 -0.2
H -4.91333 2.71212 4.82483 0.0 0.1 0.0
H -3.40935 3.28163 4.05110 -0.2 -0.2 0.2
H -3.43855 0.33143 2.43742 -0.3 0.0 0.0
H -2.79848 1.18394 3.76493 -0.7 0.0 0.3
H -4.46627 -1.10210 3.92616 -0.1 0.0 0.1
H -4.69285 0.13802 5.19879 0.0 -0.3 -0.3
H -6.72400 -0.47973 3.07147 0.2 0.2 0.1
H -6.81979 0.71668 4.39550 0.2 -0.3 -0.2
H -5.93902 1.10454 1.54653 0.5 0.1 0.3
H -6.60382 2.29734 2.66008 0.1 -0.2 -0.1
H -3.90055 1.67454 0.92167 0.2 0.3 0.1
H -3.07173 3.05089 1.84351 0.4 -0.4 -0.3
H -4.67068 3.26761 1.19739 -0.2 -0.1 -0.1
C 6.38902 -6.03280 2.04673 -0.2 0.8 0.1
C 5.91297 -5.31192 3.32226 0.5 0.6 0.3
C 5.57515 -3.78593 3.18259 -0.2 -0.8 -0.3
C 6.77913 -2.94151 2.83375 -0.2 0.9 -0.7
N 6.49863 -1.43171 2.89682 0.9 -0.4 0.9
C 7.71625 -0.70642 2.34294 -0.6 0.3 0.2
C 7.71704 0.61982 3.09384 1.1 0.4 0.3
C 7.31462 0.28962 4.56629 -1.1 -0.9 -1.4
C 6.36383 -0.97207 4.33046 0.5 0.4 1.2
C 5.32412 -1.06957 2.14057 -1.6 -0.3 -0.9
H 7.04421 -5.37876 1.46427 0.0 -0.1 0.0
H 5.53121 -6.23815 1.40219 0.1 -0.2 -0.1
H 6.94578 -6.95146 2.25706 -0.3 0.1 0.0
H 6.70983 -5.35802 4.06704 0.1 -0.1 0.1
H 5.08000 -5.83971 3.79264 -0.1 0.1 -0.2
H 5.07584 -3.43823 4.09074 0.0 -0.1 0.0
H 4.87777 -3.63167 2.34908 -0.2 -0.2 0.3
H 6.97020 -3.07676 1.75981 0.7 -0.3 0.3
H 7.66071 -3.06122 3.47990 -0.3 -0.3 -0.4
H 7.56389 -0.63809 1.26055 0.3 -0.1 0.2
H 8.56610 -1.34441 2.59119 0.1 0.2 -0.1
H 7.09985 1.37345 2.60042 -0.4 -0.3 0.3
H 8.72474 1.06368 3.06278 -0.2 -0.3 0.0
H 6.72219 1.08146 5.03154 0.2 -0.1 -0.1
H 8.18662 0.09037 5.19360 -0.2 -0.3 -0.2
H 5.32737 -0.71609 4.57426 0.2 0.0 -0.5
H 6.58422 -1.86453 4.92487 0.3 0.4 0.2
H 4.42766 -1.47541 2.61752 0.2 0.2 0.1
H 5.37274 -1.52341 1.14596 0.2 0.3 0.0
H 5.21610 0.01053 2.07567 0.2 0.1 0.1
C -1.42172 -1.74725 2.04202 0.6 0.0 -0.2
C -1.72498 -1.40783 0.57095 0.7 0.7 -0.3
C -0.49160 -0.87031 -0.26864 -0.4 -0.9 0.6
C 0.04343 0.44332 0.23318 -0.4 0.1 0.9
N 1.17291 0.98121 -0.54226 1.2 -0.5 0.0
C 2.29508 -0.02251 -0.65482 0.9 -0.2 -0.4
C 3.60075 0.78807 -0.86984 -1.0 0.8 1.2
C 3.37456 2.05923 0.11367 -1.0 -1.4 -1.6
C 1.81707 2.15115 0.16389 0.3 0.6 0.9
C 0.73655 1.38933 -1.87880 0.7 0.2 -0.7
H -0.60354 -2.47521 2.07700 -0.1 -0.1 0.1
H -2.29048 -2.15908 2.57277 0.0 0.0 -0.2
H -1.03527 -0.90976 2.63368 -0.2 0.1 -0.3
H -2.55816 -0.69348 0.51060 0.2 0.0 -0.1
H -2.07449 -2.30742 0.06812 -0.1 -0.1 -0.1
H -0.71965 -0.85959 -1.33731 -0.2 0.0 0.1
H 0.33817 -1.57691 -0.16497 -0.3 -0.2 0.0
H 0.42970 0.29994 1.25519 -0.3 0.2 -0.2
H -0.71007 1.22774 0.19921 -0.2 0.1 0.4
H 2.04749 -0.72120 -1.45873 0.1 0.1 0.0
H 2.33202 -0.56206 0.28992 0.0 0.0 0.2
H 3.66185 1.11254 -1.92022 0.2 0.0 0.4
H 4.48048 0.19380 -0.60028 -0.2 0.1 -0.2
H 3.68028 2.95221 -0.42355 0.5 0.1 0.4
H 3.82514 1.95919 1.11259 -0.1 0.0 -0.4
H 1.48845 3.05497 -0.34514 -0.1 0.1 0.2
H 1.41089 2.13694 1.17874 0.2 0.2 -0.1
H -0.04974 2.13245 -1.76635 -0.1 -0.1 -0.1
H 0.44694 0.50880 -2.45332 -0.2 0.1 0.0
H 1.60843 1.85359 -2.34890 -0.3 0.1 -0.2
C -6.83268 9.05956 -1.52300 0.6 -0.2 1.0
C -6.22493 8.08649 -0.45528 -0.3 -0.2 -0.8
C -5.48748 6.84054 -1.04901 -0.5 -0.1 0.3
C -4.08152 7.07857 -1.52368 0.5 0.6 0.2
N -3.34603 5.89338 -2.10648 0.2 0.0 0.1
C -3.56091 4.61056 -1.35966 -0.7 0.4 0.3
C -2.43663 3.70139 -1.74178 0.6 0.0 -0.4
C -1.26056 4.65756 -2.08349 0.5 -0.3 0.0
C -1.82560 6.07374 -1.99733 -0.1 0.1 -0.7
C -3.76661 5.72382 -3.53150 -0.2 0.2 0.4
H -7.49422 9.74237 -0.98948 0.0 0.1 -0.1
H -7.44432 8.50623 -2.22398 -0.1 -0.2 -0.2
H -6.11571 9.67535 -2.07191 0.1 -0.2 0.1
H -7.08860 7.64744 0.04431 0.0 0.1 0.2
H -5.66817 8.60961 0.33351 0.2 -0.1 -0.4
H -6.11959 6.49007 -1.86801 0.0 -0.1 0.0
H -5.44601 6.03759 -0.29423 -0.2 0.3 -0.1
H -3.49326 7.42068 -0.67668 0.2 0.0 0.1
H -4.03299 7.85614 -2.28392 0.0 0.1 0.0
H -4.54059 4.20380 -1.59727 -0.1 0.1 0.1
H -3.52934 4.89175 -0.31107 0.1 -0.1 0.2
H -2.74682 3.06606 -2.57626 0.2 0.0 0.0
H -2.19775 3.05924 -0.90346 0.1 -0.2 0.1
H -0.78264 4.49131 -3.05391 -0.3 -0.1 0.0
H -0.42982 4.53689 -1.38483 -0.2 0.2 0.1
H -1.50582 6.69843 -2.83959 0.0 0.0 0.3
H -1.61497 6.58867 -1.05952 -0.1 -0.2 -0.1
H -3.56051 6.67265 -4.03631 -0.1 -0.4 -0.1
H -4.84554 5.51558 -3.49896 0.4 0.1 -0.3
H -3.20967 4.89399 -3.96671 -0.1 0.2 -0.1
C -7.92522 -6.47537 6.17703 -1.3 -0.4 0.1
C -6.45976 -6.69365 6.30113 0.9 -0.4 1.1
C -5.64530 -6.63932 5.03271 0.4 -1.0 -0.9
C -5.87295 -5.37951 4.24289 -0.7 0.4 -0.5
N -5.00548 -5.12255 3.01210 -0.3 -0.2 0.8
C -5.06681 -6.18329 1.98582 -0.4 -1.0 0.2
C -4.61869 -5.57342 0.68965 0.2 0.4 -1.1
C -4.84093 -4.03524 0.86798 0.6 -0.3 0.5
C -5.49281 -3.95010 2.25737 -0.6 0.9 -0.6
C -3.63530 -4.91719 3.44206 1.3 0.3 0.4
H -8.23713 -5.48331 5.84999 0.1 0.0 0.0
H -8.38680 -6.65606 7.15317 0.0 0.2 -0.1
H -8.38991 -7.23575 5.52450 0.2 0.4 0.0
H -6.31674 -7.70111 6.69491 0.0 -0.1 0.0
H -6.02007 -6.08879 7.10331 -0.1 0.4 -0.3
H -5.98591 -7.48182 4.41751 0.0 0.0 -0.1
H -4.60116 -6.88211 5.24267 0.1 0.4 0.1
H -5.78382 -4.49129 4.86703 0.1 0.1 0.0
H -6.90362 -5.41024 3.85957 0.3 0.1 0.1
H -4.42767 -6.99880 2.30816 -0.3 -0.3 0.0
H -6.12046 -6.47008 1.94137 0.2 -0.3 0.0
H -3.57923 -5.83422 0.46367 0.0 0.3 0.2
H -5.16904 -6.03283 -0.14216 -0.1 0.4 0.2
H -3.88104 -3.51185 0.89023 0.0 -0.1 0.0
H -5.40172 -3.50476 0.10252 -0.2 -0.3 0.0
H -5.28643 -3.02115 2.79895 0.0 -0.2 0.0
H -6.57236 -4.09676 2.18644 0.0 0.2 0.0
H -3.20531 -5.84126 3.82048 -0.1 0.0 0.0
H -3.65127 -4.18523 4.24577 0.2 0.1 0.0
H -3.01946 -4.55184 2.61745 -0.1 -0.1 0.1
C 3.00805 -5.45468 -1.31772 0.6 -0.9 -0.5
N 2.09049 -4.95007 -0.30838 -0.5 -0.8 1.1
C 2.35821 -5.65349 1.01597 -0.4 0.2 -0.3
C 2.38168 -3.56056 -0.07895 1.1 1.8 0.0
C 0.67058 -5.04487 -0.71444 -0.7 0.1 0.7
C 0.24909 -6.33032 -1.35630 0.4 -1.1 -0.7
O 0.72481 -7.54527 -0.72529 -0.5 0.8 0.0
H 2.82689 -6.52106 -1.37459 0.0 -0.2 -0.4
H 4.02284 -5.33404 -0.93312 0.0 0.4 -0.4
H 2.83458 -4.93936 -2.26650 0.2 -0.1 0.1
H 3.37611 -5.39624 1.32694 -0.2 -0.2 -0.1
H 2.18454 -6.73178 0.91778 0.1 0.5 0.0
H 1.66207 -5.16381 1.69157 0.1 -0.3 0.4
H 1.78143 -3.11018 0.71175 0.0 -0.2 0.1
H 2.26991 -3.01057 -1.01546 0.0 0.0 0.0
H 3.43837 -3.54314 0.18726 0.0 0.5 0.1
H 0.45068 -4.22124 -1.39831 0.1 -0.1 -0.1
H 0.06401 -4.85607 0.18362 0.3 0.0 0.0
H 0.65638 -6.37857 -2.37515 -0.2 0.0 0.2
H -0.83897 -6.28704 -1.43424 0.0 -0.2 -0.1
H 0.07947 -7.88433 -0.09216 0.1 0.1 -0.2
C 6.00929 6.33290 -2.41022 -1.5 1.0 -0.5
N 6.91407 5.25640 -2.09373 -0.3 -0.8 0.9
C 6.20520 3.97493 -2.21829 -0.6 -1.2 -0.8
C 8.02877 5.26074 -3.01720 0.8 0.6 -0.9
C 7.43779 5.40098 -0.69952 1.0 0.2 0.8
C 6.53799 5.11030 0.48890 -1.2 0.0 -0.1
O 6.57180 3.74994 0.79116 0.6 -0.6 -0.8
H 5.55711 6.19254 -3.40106 0.4 0.0 0.1
H 6.52089 7.28962 -2.34603 0.0 0.0 0.0
H 5.17359 6.29188 -1.72362 -0.1 0.2 0.3
H 6.11458 3.71473 -3.28314 -0.1 0.3 0.3
H 5.19846 4.07585 -1.82021 0.1 -0.1 0.2
H 6.77137 3.17036 -1.74568 -0.1 0.3 0.2
H 8.63219 4.37227 -2.87150 0.0 -0.1 -0.2
H 8.63891 6.13865 -2.82107 0.1 0.1 0.0
H 7.61372 5.35538 -4.02683 0.3 -0.3 0.2
H 7.81071 6.41946 -0.61789 0.0 0.1 -0.1
H 8.29842 4.72676 -0.67333 -0.1 0.1 0.3
H 5.49161 5.40737 0.27622 0.3 0.1 -0.1
H 6.82892 5.72080 1.35150 0.3 0.0 -0.2
H 6.27168 3.59449 1.69459 -0.5 0.2 0.7
N 5.03703 3.09909 4.15567 0.4 0.1 -0.5
O 4.59416 1.99117 3.65330 0.6 1.7 0.6
O 4.97753 3.31242 5.38253 -0.2 -0.4 -1.4
O 5.57607 3.98373 3.38181 -0.9 -1.7 1.0
N -0.73298 3.32510 3.02374 1.5 -1.0 -0.2
O -0.68443 3.63952 1.78553 -0.8 -0.5 2.4
O -0.83676 2.05824 3.36067 -0.4 1.3 -0.7
O -0.55071 4.11970 3.95604 -0.6 -0.1 -1.2
N 2.42527 4.97082 -2.47094 -0.4 -0.5 -0.6
O 2.80283 5.34120 -1.32556 -0.2 -0.3 -1.0
O 1.56527 5.59447 -3.13412 0.2 0.3 0.9
O 2.88033 3.91528 -2.99732 0.3 0.1 0.8
N 2.19713 -1.92794 3.60884 -0.6 -0.9 0.5
O 2.23124 -1.29482 4.69403 -0.1 0.0 -1.2
O 1.81407 -1.37751 2.52645 0.3 -0.1 0.8
O 2.48199 -3.15547 3.61338 -0.1 1.0 -0.4
N 0.76375 -3.20964 -3.75692 -0.3 0.1 -0.8
O 1.81446 -3.67462 -4.25404 -0.8 0.4 0.6
O -0.34646 -3.78646 -3.97314 0.8 0.4 0.4
O 0.77557 -2.12554 -3.09915 0.0 -0.8 -0.2
N 6.42036 -2.61559 -1.06221 -1.2 -0.1 0.6
O 7.02876 -1.52271 -0.77224 -0.7 -2.2 -0.5
O 6.93510 -3.76973 -0.90427 -0.5 2.4 -0.2
O 5.17629 -2.53917 -1.43233 2.0 -0.1 0.6
N -4.85468 -0.71533 -0.98797 1.1 1.3 -0.5
O -4.48075 0.42989 -1.40553 -0.4 -1.1 -0.1
O -4.76274 -1.70255 -1.82510 -0.8 1.2 1.8
O -5.21949 -0.79026 0.19912 0.1 -1.2 -1.2
```
Positions in Å, forces in eV/Å.

Computed properties:
gap between HOMO and LUMO	6.399	eV
net charge	+3
2S+1	1
E	-5575.66104	Ha
HOMO level	-11.817	eV